1.
{"formula": "C21H36F3IO7Si", "method": "the ωB97M-V functional and the def2-TZVPD basis", "symbols": ["C", "C", "C", "I", "Si", "C", "C", "C", "F", "F", "F", "C", "C", "C", "O", "H", "H", "H", "H", "H", "H", "H", "H", "H", "H", "H", "H", "H", "H", "H", "H", "H", "H", "O", "C", "C", "C", "C", "O", "H", "H", "H", "H", "H", "H", "O", "C", "C", "C", "C", "O", "H", "H", "H", "H", "H", "H", "O", "C", "C", "C", "C", "O", "H", "H", "H", "H", "H", "H"], "positions_angstrom": [[-3.3679, -5.3636, -0.3304], [-2.2338, -5.0060, -1.2986], [-2.5113, -3.8160, -2.2164], [-3.9947, -4.3350, -3.6740], [-2.8307, -2.1241, -1.3910], [-2.0164, -2.0601, 0.3138], [-0.8788, -1.0299, 0.3505], [-0.3516, -0.8157, 1.7355], [0.7742, -0.0650, 1.7462], [-0.0231, -1.9676, 2.3559], [-1.2395, -0.1863, 2.5193], [-4.5837, -1.4444, -1.4222], [-5.6819, -2.0140, -0.5092], [-6.6378, -2.9553, -1.2226], [-5.0895, -2.7293, 0.5910], [-4.2973, -4.8623, -0.6042], [-3.1415, -5.0729, 0.6957], [-3.5619, -6.4360, -0.3284], [-1.3292, -4.7593, -0.7323], [-1.9687, -5.8655, -1.9176], [-1.6349, -3.6470, -2.8432], [-2.0491, -1.1776, -2.2286], [-1.6387, -3.0442, 0.5998], [-2.7735, -1.8034, 1.0543], [-1.2505, -0.0684, -0.0114], [-0.0435, -1.3427, -0.2783], [-4.4501, -0.3761, -1.2169], [-4.9160, -1.4986, -2.4633], [-6.2632, -1.1786, -0.1076], [-7.0156, -2.5049, -2.1420], [-6.1398, -3.8911, -1.4768], [-7.4845, -3.1869, -0.5740], [-5.4102, -2.3679, 1.4217], [-1.6901, 2.3622, -3.0007], [-0.8520, 2.6590, -2.2017], [0.3559, 3.5577, -2.3700], [1.2258, 3.2082, -1.1682], [0.1810, 2.7693, -0.1491], [-0.8826, 2.1840, -0.9282], [0.0133, 4.5940, -2.3335], [0.8153, 3.3832, -3.3391], [1.8315, 4.0375, -0.8153], [1.8806, 2.3688, -1.4102], [-0.2318, 3.6139, 0.4066], [0.5345, 2.0190, 0.5515], [2.2288, 6.4323, -1.0900], [3.0302, 6.7036, -0.2444], [4.2281, 7.6283, -0.3324], [5.0652, 7.2283, 0.8793], [3.9940, 6.7197, 1.8399], [2.9638, 6.1699, 0.9989], [3.8588, 8.6537, -0.2636], [4.7214, 7.5067, -1.2927], [5.6563, 8.0370, 1.3023], [5.7400, 6.4139, 0.6132], [3.5547, 7.5254, 2.4317], [4.3309, 5.9312, 2.5076], [5.8594, -3.1282, -0.0948], [5.1525, -2.9056, 0.8422], [5.5247, -2.8377, 2.3130], [4.1765, -2.9386, 3.0191], [3.2376, -2.3355, 1.9775], [3.8267, -2.6609, 0.7058], [6.0127, -1.8760, 2.4854], [6.2314, -3.6273, 2.5528], [4.1291, -2.4198, 3.9739], [3.9204, -3.9856, 3.1855], [3.1776, -1.2476, 2.0565], [2.2322, -2.7485, 1.9966]], "atomic_forces_ev_per_a": [[-0.05, -0.04, -0.05], [0.05, -0.02, 0.00], [0.19, 0.03, 0.26], [-0.08, 0.02, -0.15], [-0.09, -0.02, -0.10], [0.16, 0.00, 0.10], [-0.33, -0.18, -0.15], [0.10, -0.01, -0.03], [0.06, 0.14, -0.05], [-0.08, -0.13, 0.07], [-0.12, 0.04, 0.18], [-0.16, -0.07, 0.00], [0.05, -0.03, -0.07], [-0.07, 0.01, 0.03], [0.05, 0.12, 0.14], [0.04, -0.07, 0.03], [0.00, 0.08, -0.03], [0.01, 0.00, 0.00], [0.01, -0.04, -0.03], [-0.03, 0.00, 0.02], [0.01, -0.04, 0.01], [-0.07, 0.01, -0.06], [-0.03, 0.02, -0.01], [-0.06, 0.02, -0.04], [0.27, 0.05, 0.00], [0.01, 0.08, -0.02], [0.06, -0.02, 0.02], [0.04, 0.07, 0.01], [0.03, 0.00, 0.00], [-0.01, -0.01, 0.02], [0.01, 0.07, -0.04], [0.02, -0.02, -0.01], [-0.02, -0.04, -0.06], [0.04, 0.03, -0.01], [-0.06, -0.05, 0.00], [0.01, -0.04, 0.04], [0.01, -0.07, -0.04], [0.01, 0.06, -0.04], [0.00, 0.00, 0.09], [0.02, 0.02, -0.01], [-0.01, 0.03, -0.01], [-0.03, 0.03, 0.00], [0.00, 0.00, 0.01], [0.02, 0.02, -0.01], [-0.02, -0.02, 0.00], [0.02, 0.04, -0.02], [-0.01, -0.03, 0.00], [0.02, -0.05, 0.04], [-0.03, -0.04, -0.05], [0.00, 0.02, 0.00], [-0.02, -0.01, 0.02], [0.01, 0.01, 0.00], [-0.02, 0.03, -0.01], [-0.02, 0.02, 0.00], [0.01, 0.01, 0.01], [0.02, 0.01, 0.00], [0.01, -0.01, -0.01], [0.02, 0.00, 0.04], [-0.01, 0.01, -0.01], [-0.07, -0.04, 0.00], [0.03, -0.03, -0.06], [0.00, -0.02, 0.04], [-0.02, 0.01, -0.03], [0.01, 0.00, 0.01], [0.03, 0.02, 0.00], [0.01, 0.03, -0.01], [-0.01, 0.00, 0.02], [-0.02, -0.03, 0.02], [0.07, 0.03, -0.02]], "lowdin_charge": [-0.12, -0.39, -0.82, 0.86, 0.63, -0.24, -0.15, -0.63, 0.11, 0.12, 0.14, -0.24, -0.46, -0.08, -0.08, 0.03, 0.07, 0.07, 0.09, 0.09, 0.02, 0.03, 0.07, 0.08, 0.10, 0.13, 0.08, 0.05, 0.13, 0.08, 0.03, 0.08, 0.10, 0.12, -0.48, -0.07, -0.14, -0.14, -0.01, 0.13, 0.13, 0.09, 0.12, 0.13, 0.10, 0.12, -0.48, -0.07, -0.15, -0.15, 0.02, 0.13, 0.13, 0.12, 0.12, 0.13, 0.12, 0.12, -0.49, -0.08, -0.15, -0.16, 0.02, 0.13, 0.12, 0.11, 0.12, 0.12, 0.11], "multiplicity": 1, "e_homo_ha": -0.329, "lumo_ev": 0.48, "smiles": "CC[C@@H](I)[Si@H](CCC(F)(F)F)C[C@@H](C)O.O=C1CCCO1.O=C1CCCO1.O=C1CCCO1", "orbital_gap_ev": 9.44}

2.
{"formula": "C21H36FN6O2S", "method": "the ωB97M-V functional and the def2-TZVPD basis", "symbols": ["C", "C", "C", "C", "C", "C", "N", "C", "C", "C", "C", "N", "C", "N", "N", "S", "O", "O", "F", "H", "H", "H", "H", "H", "H", "H", "H", "H", "H", "H", "H", "H", "H", "H", "H", "H", "H", "H", "H", "H", "H", "H", "H", "H", "H", "N", "C", "C", "C", "C", "C", "H", "H", "H", "H", "H", "N", "C", "C", "C", "C", "C", "H", "H", "H", "H", "H"], "positions_angstrom": [[-2.0925, 2.3524, -3.2365], [-0.7572, 1.4147, -2.9266], [-0.5556, 1.1669, -1.3100], [0.8766, 0.4191, -0.9273], [0.8816, -1.1959, -1.2087], [1.3722, -2.1196, 0.0571], [2.6932, -1.7130, 0.6717], [3.2353, -2.6602, 1.7184], [2.1848, -3.0575, 2.9121], [2.1484, -1.9467, 4.1618], [2.9694, -2.5408, 5.4923], [3.8670, -1.4197, 5.9522], [4.3730, -1.6370, 7.3782], [5.4166, -0.8058, 7.7917], [3.8553, -2.6774, 8.3476], [3.9266, -1.6631, -0.6132], [5.3719, -1.9259, -0.0500], [3.9856, -0.3035, -1.3497], [3.6170, -3.0124, -1.6815], [-2.1757, 2.6498, -4.3655], [-3.0581, 1.7112, -2.9825], [-2.0763, 3.3348, -2.5922], [-0.8832, 0.4090, -3.5381], [0.1747, 1.9950, -3.3714], [-1.4898, 0.5938, -0.8829], [-0.5278, 2.2502, -0.8178], [1.6775, 0.8914, -1.6764], [1.2295, 0.7113, 0.1544], [1.4929, -1.5013, -2.1701], [-0.2487, -1.5095, -1.4252], [0.5508, -1.9692, 0.9102], [1.3324, -3.2872, -0.1871], [2.6421, -0.7172, 1.0270], [3.7251, -3.6373, 1.2394], [4.1419, -2.0950, 2.2466], [2.6155, -4.0500, 3.4167], [1.1023, -3.3257, 2.5579], [1.0078, -1.9145, 4.5126], [2.5393, -0.8909, 3.8283], [3.6652, -3.4480, 5.2305], [2.2052, -2.9176, 6.2992], [4.7469, -1.5235, 5.3577], [5.6097, -0.1872, 6.9500], [4.0221, -3.6569, 7.9974], [2.8146, -2.5521, 8.4264], [-2.9224, 2.4770, -6.3777], [-3.8919, 1.8096, -7.0409], [-4.4445, 2.2404, -8.2364], [-3.9789, 3.4304, -8.7857], [-2.9823, 4.1414, -8.1251], [-2.4893, 3.6280, -6.9363], [-4.2241, 0.8887, -6.5705], [-5.2194, 1.6624, -8.7270], [-4.3889, 3.8006, -9.7208], [-2.5984, 5.0723, -8.5268], [-1.7083, 4.1442, -6.3850], [-3.0425, 0.6703, 0.6488], [-2.7881, 0.8304, 1.9660], [-3.6844, 1.3920, 2.8612], [-4.9164, 1.8201, 2.3780], [-5.2070, 1.6704, 1.0258], [-4.2475, 1.0937, 0.2093], [-1.8124, 0.4839, 2.2939], [-3.4280, 1.4936, 3.9096], [-5.6442, 2.2664, 3.0494], [-6.1578, 1.9944, 0.6181], [-4.4284, 0.9518, -0.8525]], "atomic_forces_ev_per_a": [[0.01, -0.50, 0.31], [-0.13, 0.56, -0.39], [0.03, 0.42, -0.27], [0.45, 0.73, -1.48], [-0.57, -0.32, -0.22], [-3.93, -0.58, -0.22], [-0.30, -0.74, -0.60], [1.71, -1.56, 3.01], [0.22, -0.36, 0.98], [-1.03, -1.51, 0.16], [-0.02, 0.06, -1.10], [0.86, -2.52, 1.60], [4.23, 2.91, 1.29], [-4.74, -3.44, -2.73], [-0.51, 1.13, -2.27], [9.71, 3.52, -3.80], [-6.83, -0.08, -1.45], [-2.15, -5.68, 2.70], [-0.22, 3.10, 2.88], [0.30, -0.82, 2.27], [1.93, 1.48, -0.42], [-0.04, -2.00, -1.08], [0.35, 1.95, 1.36], [-1.75, -1.30, 0.99], [2.02, 1.14, -0.70], [-0.08, -2.36, -0.92], [-1.62, -1.01, 1.84], [-0.80, -0.65, -1.79], [-1.18, 0.78, 1.94], [2.51, 0.43, 0.62], [2.03, -0.18, -1.71], [0.66, 2.67, 0.51], [0.02, -0.89, -0.53], [-1.44, 2.33, 0.60], [-1.96, -1.19, -1.33], [-0.86, 2.10, -1.45], [2.20, 0.59, 0.42], [2.54, 0.42, -0.95], [-0.77, -2.05, 0.87], [-1.60, 1.34, 0.16], [1.58, 1.06, -1.58], [-1.52, 0.50, 1.10], [-0.29, -0.70, 1.20], [-0.15, 1.47, 0.29], [1.35, -0.23, 0.00], [-0.45, 0.37, -1.15], [0.63, 0.36, 0.50], [0.11, 0.22, -0.05], [0.01, 0.01, 0.00], [-0.18, -0.16, -0.10], [-0.24, -0.75, 0.40], [-0.01, 0.05, -0.07], [0.08, 0.05, 0.07], [0.05, -0.05, 0.12], [-0.02, -0.09, 0.06], [-0.05, 0.02, -0.06], [-0.84, 0.31, 0.84], [-0.22, -0.09, -0.91], [-0.13, 0.04, -0.11], [-0.04, 0.01, -0.03], [0.11, 0.02, 0.28], [0.79, -0.31, 0.14], [-0.03, 0.04, 0.05], [-0.01, -0.01, -0.10], [0.10, -0.06, -0.09], [0.11, -0.04, 0.02], [-0.02, 0.05, 0.08]], "lowdin_charge": [-0.14, -0.25, -0.22, -0.20, -0.17, -0.17, -0.19, -0.17, -0.16, -0.16, -0.24, -0.06, -0.38, 0.08, 0.04, 0.97, -0.27, -0.24, -0.18, 0.03, 0.08, 0.08, 0.11, 0.11, 0.08, 0.13, 0.12, 0.10, 0.12, 0.15, 0.16, 0.18, 0.19, 0.17, 0.16, 0.13, 0.11, 0.12, 0.11, 0.12, 0.12, 0.13, 0.04, 0.09, 0.08, 0.03, -0.14, -0.07, -0.07, -0.07, -0.15, 0.10, 0.10, 0.11, 0.10, 0.10, 0.03, -0.15, -0.07, -0.07, -0.06, -0.14, 0.09, 0.10, 0.11, 0.11, 0.10], "multiplicity": 1, "charge": 1, "e_homo_ha": -0.415, "lumo_ev": -5.75, "orbital_gap_ev": 5.55}

3.
{"formula": "C21H36N8O2Ti", "method": "the ωB97M-V functional and the def2-TZVPD basis", "symbols": ["Ti", "C", "C", "N", "C", "C", "N", "C", "C", "N", "C", "C", "N", "C", "C", "C", "C", "C", "C", "C", "N", "H", "H", "H", "H", "H", "H", "H", "H", "H", "H", "H", "H", "H", "H", "H", "H", "H", "H", "H", "H", "H", "H", "H", "O", "C", "C", "C", "C", "O", "N", "H", "H", "H", "H", "N", "C", "C", "N", "H", "H", "H", "H", "H", "H", "H", "H", "H"], "positions_angstrom": [[0.1825, 0.4661, 0.6624], [-2.9730, -0.0739, -2.2172], [-1.7201, -0.1982, -1.4007], [-0.9542, 0.8312, -0.9756], [-1.4404, 2.1901, -1.1493], [-1.6536, 2.7817, 0.2512], [-0.4286, 2.5457, 1.0129], [0.6231, 3.5331, 0.7579], [1.9588, 2.8597, 1.0384], [2.0381, 1.6363, 0.2272], [3.2388, 0.8508, 0.5593], [2.8780, -0.1433, 1.6716], [1.6439, -0.7453, 1.2416], [1.3587, -2.0169, 1.4180], [2.1449, -2.9740, 2.2518], [0.1998, -2.3965, 0.6634], [-0.3536, -3.6752, 0.4878], [-1.4074, -3.8212, -0.4003], [-1.8907, -2.7289, -1.1047], [-1.3356, -1.4587, -0.8601], [-0.3062, -1.3250, 0.0097], [-2.9036, 0.6393, -3.0390], [-3.7955, 0.2283, -1.5657], [-3.2415, -1.0449, -2.6164], [-2.3894, 2.2433, -1.6904], [-0.6966, 2.7851, -1.7046], [-2.4764, 2.2394, 0.7292], [-1.9107, 3.8495, 0.2060], [-0.6368, 2.5764, 2.0126], [0.5068, 4.4268, 1.3842], [0.5842, 3.8506, -0.2906], [2.0078, 2.5798, 2.0952], [2.7868, 3.5472, 0.8144], [2.0997, 1.9271, -0.7524], [4.0724, 1.4945, 0.8692], [3.5512, 0.2899, -0.3288], [2.7460, 0.3821, 2.6259], [3.6854, -0.8755, 1.7864], [2.5106, -2.4858, 3.1530], [3.0022, -3.3633, 1.6994], [1.5243, -3.8163, 2.5450], [0.0363, -4.5239, 1.0231], [-1.8494, -4.7921, -0.5571], [-2.7073, -2.8596, -1.7936], [-3.3799, -0.7781, 1.1630], [-2.6281, -0.5056, 2.0663], [-2.8537, -0.6786, 3.5650], [-1.5407, -0.2230, 4.2076], [-0.7403, 0.2436, 3.0191], [0.3895, 0.7577, 2.9725], [-1.3930, 0.0694, 1.8707], [-3.1028, -1.7169, 3.7848], [-3.7113, -0.0713, 3.8614], [-1.0185, -1.0377, 4.7112], [-1.6629, 0.5819, 4.9330], [-0.2428, 0.3259, -4.0582], [1.2077, 0.5511, -4.2754], [1.9588, -0.6042, -3.6015], [1.4043, -0.7890, -2.2585], [-0.8125, 1.0876, -4.4378], [-0.3870, 0.2347, -3.0150], [-0.5288, -0.5523, -4.5046], [1.4718, 1.5034, -3.8164], [1.4403, 0.5911, -5.3396], [3.0178, -0.3497, -3.5656], [1.8608, -1.5033, -4.2218], [2.1351, -0.9641, -1.5788], [0.8065, -1.6082, -2.2315]], "atomic_forces_ev_per_a": [[-0.13, 0.67, 0.41], [0.12, 0.05, 0.35], [-0.28, -1.04, -0.06], [-0.42, -0.13, -0.37], [-0.25, 0.47, 0.10], [-0.46, 0.18, -0.59], [-0.33, 0.39, 0.42], [0.60, 0.20, 0.06], [-0.07, 0.72, 0.16], [0.26, 0.36, -0.37], [0.43, -0.47, 0.29], [0.64, 0.37, 0.12], [0.72, -1.62, 0.02], [0.27, -0.02, 0.04], [0.01, 0.14, -0.04], [-0.25, -1.36, -0.01], [0.79, 1.23, 0.47], [-0.55, 0.17, -0.64], [0.35, -0.06, 0.49], [-0.52, 0.48, -1.00], [-0.10, -0.05, -0.24], [-0.04, 0.04, -0.03], [-0.11, 0.11, -0.05], [-0.07, -0.03, -0.15], [0.16, 0.02, -0.02], [-0.18, -0.05, 0.09], [0.16, 0.12, -0.06], [0.02, -0.19, 0.00], [0.05, -0.06, -0.26], [-0.03, -0.13, -0.19], [-0.06, -0.03, 0.14], [0.07, 0.02, -0.12], [-0.11, -0.18, 0.12], [-0.09, -0.18, 0.25], [-0.13, -0.08, -0.14], [-0.05, 0.13, 0.12], [0.00, -0.15, -0.11], [-0.14, 0.12, 0.05], [0.04, -0.02, 0.04], [0.05, -0.01, 0.01], [0.03, -0.04, 0.01], [0.09, -0.10, 0.09], [-0.03, -0.09, -0.01], [-0.10, 0.01, -0.09], [-0.13, -0.02, 0.16], [-0.54, -0.24, 0.01], [-0.12, -0.06, -0.02], [0.02, -0.08, 0.11], [-0.76, -0.04, 0.60], [0.57, 0.32, 0.00], [-0.05, 0.27, 0.38], [-0.03, 0.05, -0.05], [0.05, -0.05, -0.02], [0.06, 0.07, 0.02], [0.09, 0.00, -0.03], [-0.13, 0.02, 0.13], [0.90, -0.19, -0.07], [-0.23, 0.05, -0.08], [0.51, -0.24, -0.38], [0.03, -0.20, 0.13], [-0.02, 0.03, -0.46], [-0.13, 0.20, 0.11], [-0.14, -0.02, 0.01], [-0.23, 0.08, 0.02], [-0.04, -0.02, -0.04], [0.08, 0.06, 0.03], [-0.11, 0.05, 0.00], [0.02, 0.06, 0.14]], "lowdin_charge": [1.04, -0.01, -0.34, -0.09, -0.18, -0.15, -0.13, -0.15, -0.17, -0.12, -0.16, -0.16, -0.08, -0.23, 0.02, -0.21, 0.04, -0.03, 0.04, -0.27, -0.04, 0.07, 0.11, 0.08, 0.12, 0.11, 0.13, 0.14, 0.13, 0.15, 0.13, 0.13, 0.14, 0.13, 0.14, 0.12, 0.13, 0.14, 0.10, 0.11, 0.09, 0.12, 0.12, 0.12, 0.11, -0.43, -0.05, -0.04, -0.47, -0.01, 0.05, 0.13, 0.14, 0.13, 0.14, 0.18, -0.14, -0.22, 0.02, 0.17, 0.10, 0.18, 0.13, 0.14, 0.13, 0.13, 0.07, 0.08], "multiplicity": 1, "charge": 2, "e_homo_ha": [-0.428, -0.443], "lumo_ev": [-6.04, -5.82], "orbital_gap_ev": [5.60, 6.24]}

no.,electronic energy (eV)
1,-60826.1430
2,-48932.4542
3,-61482.7388